# 1
107
Properties=species:S:1:pos:R:3:forces:R:3 method="wB97M-V/def2-TZVPD" e_homo_ev=-7.60 charge=0 orbital_gap_ev=6.62 max_force_ev_per_a=7.5 spin_multiplicity=1
C 2.549 -3.962 0.738 -1.0 -0.9 -1.8
C 2.001 -4.640 -0.426 2.1 0.5 1.5
C 2.675 -6.080 -0.749 -3.6 1.2 0.1
C 3.479 -6.036 -2.122 1.1 1.2 0.5
C 4.860 -5.243 -1.822 -0.2 2.5 -0.7
O 4.997 -4.016 -2.021 -0.6 -4.0 0.6
C 1.439 -7.087 -0.580 0.2 1.7 0.1
O 2.105 -8.386 -0.469 0.9 1.5 1.9
S 3.219 -8.022 0.763 1.1 -4.4 4.4
O 2.551 -8.185 2.107 0.9 2.1 -4.1
O 4.380 -8.978 0.779 -2.7 3.4 -1.9
O 3.587 -6.409 0.359 -1.5 -3.0 -0.6
H 3.263 -3.088 0.610 -2.4 0.1 0.6
H 2.270 -4.393 1.754 2.1 -0.2 -1.3
H 1.198 -4.203 -1.099 2.1 -0.1 -0.2
H 3.796 -7.056 -2.516 -0.8 1.1 0.6
H 2.932 -5.398 -2.904 0.6 -1.2 1.2
H 5.743 -5.854 -1.439 -1.0 0.5 -0.3
H 0.949 -6.682 0.382 0.8 -1.4 -1.0
H 0.569 -7.001 -1.324 1.9 -0.6 0.5
O -1.496 -3.633 -1.288 -1.1 -1.6 3.5
P -2.819 -2.877 -1.058 1.3 3.2 -6.4
N -3.582 -3.490 -2.446 -0.7 -1.3 -0.2
C -4.138 -2.781 -3.575 -0.5 0.4 0.2
C -3.775 -4.928 -2.557 0.4 -0.1 0.1
N -2.098 -1.330 -1.336 0.5 1.4 0.7
C -1.879 -0.806 -2.669 -0.5 -0.2 -0.1
C -0.908 -1.084 -0.517 -0.1 -0.3 0.1
N -4.338 -2.031 -0.704 0.5 -1.1 2.4
C -5.432 -2.891 -0.234 -0.3 -0.6 -0.2
C -4.409 -0.686 -0.138 0.3 0.7 0.2
H -4.618 -1.842 -3.287 0.2 0.0 0.1
H -4.918 -3.363 -4.077 0.1 -0.1 0.2
H -3.366 -2.570 -4.322 0.0 0.1 0.0
H -4.819 -5.190 -2.349 -0.1 -0.1 -0.1
H -3.156 -5.476 -1.844 0.1 0.2 0.0
H -3.513 -5.292 -3.555 0.0 0.0 0.0
H -1.312 -1.497 -3.303 0.0 0.0 -0.2
H -1.341 0.146 -2.636 0.1 -0.2 0.3
H -2.831 -0.568 -3.143 0.0 -0.1 -0.2
H -0.015 -1.560 -0.937 0.1 -0.1 0.1
H -1.052 -1.468 0.498 0.1 0.0 -0.1
H -0.720 -0.010 -0.426 -0.2 0.0 -0.1
H -6.099 -3.132 -1.065 0.0 0.0 0.0
H -6.039 -2.436 0.553 0.3 0.1 -0.1
H -5.047 -3.830 0.175 -0.2 0.0 -0.1
H -4.185 0.059 -0.904 0.3 -0.1 0.1
H -3.722 -0.559 0.701 -0.1 0.3 -0.1
H -5.413 -0.432 0.216 0.0 -0.5 0.0
O 3.806 -0.594 2.342 -3.7 -0.3 -2.0
P 3.693 0.816 1.731 6.7 1.0 3.4
N 5.155 0.687 0.877 0.4 -0.6 -1.4
C 6.340 1.509 0.959 -0.2 0.6 -0.2
C 5.283 -0.355 -0.132 -0.1 -0.4 0.3
N 3.905 1.603 3.254 -0.8 1.1 1.2
C 5.212 1.792 3.855 0.2 0.1 -0.5
C 2.966 1.152 4.284 -0.1 -0.1 -0.3
N 3.526 2.421 0.994 -2.6 -0.7 -0.4
C 3.173 2.415 -0.432 0.2 -0.3 -0.6
C 2.983 3.583 1.694 -0.2 0.4 0.5
H 6.109 2.566 1.116 -0.1 0.0 0.1
H 6.923 1.475 0.033 -0.2 -0.1 0.0
H 6.997 1.165 1.764 0.1 0.1 0.0
H 5.191 0.073 -1.137 0.1 0.0 -0.1
H 4.505 -1.114 -0.031 0.0 0.1 0.1
H 6.245 -0.871 -0.056 0.0 0.0 0.0
H 5.764 0.850 3.947 0.2 0.0 0.0
H 5.125 2.235 4.852 -0.3 -0.2 -0.1
H 5.800 2.511 3.285 0.1 -0.1 -0.1
H 3.282 0.210 4.744 -0.1 -0.1 0.0
H 1.969 1.006 3.859 0.1 -0.1 0.0
H 2.867 1.907 5.071 0.1 0.1 -0.1
H 4.073 2.554 -1.037 0.0 0.0 0.0
H 2.466 3.199 -0.712 0.0 -0.1 0.3
H 2.714 1.465 -0.721 0.1 0.1 -0.1
H 3.726 3.991 2.383 -0.1 -0.3 0.1
H 2.073 3.340 2.248 0.1 0.2 0.1
H 2.746 4.407 1.013 0.0 -0.3 -0.3
O -3.421 2.636 0.761 -3.7 -0.3 -2.0
P -3.552 4.067 0.205 6.5 1.1 3.3
N -2.126 3.976 -0.710 0.3 -0.5 -1.5
C -0.940 4.798 -0.643 -0.2 0.6 -0.2
C -2.037 2.973 -1.762 -0.1 -0.3 0.3
N -3.292 4.798 1.748 -0.7 1.0 1.3
C -1.965 4.980 2.307 0.2 0.2 -0.5
C -4.187 4.298 2.794 -0.1 -0.1 -0.3
N -3.789 5.698 -0.449 -2.5 -0.9 -0.4
C -4.203 5.747 -1.858 0.2 -0.3 -0.6
C -4.327 6.813 0.327 -0.2 0.4 0.6
H -1.165 5.847 -0.436 -0.1 -0.1 0.1
H -0.394 4.801 -1.593 -0.2 -0.1 0.0
H -0.250 4.425 0.121 0.1 0.1 0.0
H -2.163 3.439 -2.747 0.2 0.0 -0.1
H -2.812 2.208 -1.667 0.1 0.1 0.2
H -1.072 2.455 -1.738 0.0 0.0 0.0
H -1.400 4.043 2.342 0.2 0.0 0.0
H -2.019 5.385 3.322 -0.3 -0.2 0.0
H -1.407 5.727 1.742 0.1 -0.1 -0.1
H -3.843 3.343 3.206 -0.1 -0.1 0.0
H -5.198 4.155 2.401 0.1 -0.1 0.0
H -4.264 5.021 3.612 0.1 0.1 -0.1
H -3.334 5.936 -2.494 0.0 0.0 0.0
H -4.940 6.525 -2.071 0.1 -0.1 0.3
H -4.652 4.800 -2.170 0.1 0.1 -0.1
H -3.565 7.208 1.001 -0.1 -0.3 0.1
H -5.206 6.522 0.907 0.1 0.2 0.1
H -4.613 7.660 -0.304 0.0 -0.4 -0.3

# 2
105
Properties=species:S:1:pos:R:3:forces:R:3 method="wB97M-V/def2-TZVPD" e_homo_ev=-10.39 charge=+1 orbital_gap_ev=6.44 max_force_ev_per_a=7.9 e_above_lowest_kcal_mol=65.46 spin_multiplicity=1
N -2.781 -0.453 -0.069 2.5 -2.4 -0.3
B -1.276 -0.478 -0.346 -0.3 3.6 -1.1
O -0.670 0.749 -0.967 -2.8 -3.0 0.3
C -0.318 -1.772 -0.033 -2.1 -1.2 1.8
N 0.780 -2.168 -1.007 1.1 -0.3 1.4
C 1.109 -3.614 -0.577 -1.4 -1.7 0.8
C 1.206 -3.386 1.073 0.9 -0.2 -0.2
C 0.390 -1.969 1.427 -0.2 -2.1 -1.3
P 1.387 -0.569 2.243 0.7 2.1 7.6
O 1.080 -0.631 3.825 0.8 -0.2 -6.7
O 3.131 -0.732 2.109 -3.4 -0.9 -1.9
O 0.996 1.043 1.723 1.6 -4.1 -1.7
H -2.897 -1.133 0.738 -0.3 1.1 -0.9
H -3.199 -0.978 -0.889 0.0 0.9 0.9
H -1.445 1.256 -1.385 1.6 -0.7 1.2
H -1.117 -2.660 -0.042 1.8 1.7 -0.2
H 1.610 -1.646 -0.593 -1.0 -0.2 -1.8
H 0.574 -2.012 -2.030 0.5 0.0 1.4
H 2.060 -4.120 -1.035 -1.7 1.6 0.8
H 0.172 -4.255 -0.909 2.0 1.3 0.8
H 0.724 -4.187 1.776 1.1 1.2 -1.9
H 2.367 -3.406 1.229 -2.2 0.3 0.3
H -0.360 -2.338 2.258 1.3 1.5 -1.6
H 3.380 -1.481 1.492 -0.1 1.1 1.1
H 1.318 1.099 0.762 -0.7 0.4 1.6
C -3.567 -2.057 -3.706 -0.3 0.1 0.0
O -4.159 -0.809 -3.371 0.4 -0.2 -0.1
C -3.543 0.289 -4.049 -0.5 0.2 0.0
C -4.361 0.726 -5.269 0.4 -0.2 -0.2
O -4.391 -0.294 -6.271 -0.1 0.1 0.6
C -5.599 -1.048 -6.243 0.0 -0.1 -0.2
H -4.249 -2.856 -3.400 0.1 0.2 0.0
H -3.385 -2.152 -4.782 0.0 0.1 0.1
H -2.620 -2.171 -3.163 0.2 -0.1 0.0
H -2.513 0.038 -4.334 -0.1 0.0 -0.1
H -3.500 1.121 -3.338 -0.1 0.0 0.0
H -3.882 1.602 -5.718 0.0 0.0 0.1
H -5.379 1.014 -4.977 0.2 -0.1 0.1
H -6.401 -0.474 -6.719 0.0 -0.1 0.1
H -5.894 -1.316 -5.224 0.0 0.1 -0.1
H -5.440 -1.970 -6.813 0.0 0.2 0.0
C -1.559 2.439 -7.796 0.0 0.0 0.1
O -2.151 3.687 -7.460 0.2 -0.1 -0.3
C -1.535 4.785 -8.138 -0.5 0.1 0.0
C -2.353 5.222 -9.358 0.5 -0.3 -0.1
O -2.383 4.202 -10.360 -0.2 0.0 0.5
C -3.591 3.449 -10.332 0.1 0.0 -0.2
H -2.241 1.640 -7.490 0.0 0.1 0.0
H -1.377 2.345 -8.872 0.0 0.1 0.1
H -0.612 2.325 -7.252 0.0 -0.1 -0.1
H -0.505 4.535 -8.423 -0.2 0.0 -0.1
H -1.492 5.617 -7.427 0.0 0.0 -0.1
H -1.874 6.098 -9.807 0.0 0.0 0.1
H -3.371 5.511 -9.067 0.1 -0.1 0.1
H -4.393 4.022 -10.808 -0.1 -0.1 0.1
H -3.886 3.180 -9.313 0.0 0.1 -0.1
H -3.432 2.527 -10.902 0.0 0.2 0.0
C 0.400 4.717 6.429 -0.1 0.1 0.0
O 1.102 5.214 5.298 0.3 -0.3 0.2
C 2.513 5.288 5.518 -0.2 -0.1 -0.5
C 3.242 4.092 4.897 0.0 0.0 0.6
O 2.880 2.867 5.541 -0.2 0.4 -0.4
C 1.906 2.134 4.805 0.1 -0.1 0.3
H -0.601 4.412 6.109 0.1 0.1 0.0
H 0.898 3.850 6.877 0.0 0.1 -0.1
H 0.304 5.512 7.180 0.0 -0.2 0.0
H 2.733 5.370 6.590 0.0 -0.1 -0.1
H 2.865 6.205 5.034 0.0 -0.1 0.0
H 4.319 4.224 5.041 0.0 0.0 0.0
H 3.053 4.034 3.817 -0.1 0.0 0.1
H 2.389 1.620 3.968 -0.1 0.1 0.1
H 1.104 2.776 4.429 0.1 0.0 0.0
H 1.467 1.384 5.472 0.2 0.1 -0.2
C -2.481 -3.077 6.010 0.0 0.0 0.3
O -3.073 -1.829 6.346 0.2 0.0 -0.5
C -2.457 -0.731 5.668 -0.4 0.0 0.1
C -3.275 -0.294 4.448 0.5 0.0 0.1
O -3.304 -1.314 3.446 -0.1 -0.2 0.1
C -4.512 -2.068 3.474 0.0 0.0 -0.1
H -3.162 -3.876 6.316 0.1 0.2 0.0
H -2.298 -3.172 4.934 0.0 0.1 0.1
H -1.534 -3.191 6.554 0.0 -0.1 -0.1
H -1.427 -0.981 5.383 -0.1 0.0 -0.1
H -2.414 0.101 6.379 0.0 0.0 -0.1
H -2.795 0.582 3.999 0.0 0.0 0.0
H -4.293 -0.005 4.739 0.1 -0.1 0.0
H -5.314 -1.494 2.998 -0.1 -0.1 0.1
H -4.808 -2.336 4.493 0.1 0.1 -0.1
H -4.354 -2.990 2.904 0.0 0.2 0.1
C 8.464 -3.988 4.089 0.1 -0.1 0.1
O 8.834 -3.368 2.864 -0.6 -0.1 -0.2
C 8.047 -3.823 1.761 0.3 0.5 0.1
C 6.931 -2.830 1.420 0.0 -0.4 0.3
O 5.974 -2.735 2.479 0.2 0.1 -0.3
C 6.184 -1.589 3.299 -0.1 0.1 0.2
H 8.882 -3.402 4.913 0.0 -0.1 -0.2
H 7.377 -4.036 4.216 0.1 0.0 -0.1
H 8.883 -5.002 4.128 -0.1 0.1 0.1
H 7.638 -4.822 1.963 -0.1 0.2 0.0
H 8.719 -3.906 0.900 -0.1 0.0 0.0
H 6.395 -3.193 0.537 0.0 0.0 0.0
H 7.343 -1.842 1.178 0.0 -0.1 0.1
H 5.799 -0.699 2.791 0.1 0.1 0.1
H 7.241 -1.444 3.542 -0.1 -0.1 -0.1
H 5.628 -1.729 4.232 0.0 0.0 -0.2